No. 1
Computed, not measured: C5H7NO in the gas phase at a distorted geometry, with ωB97M-V/def2-TZVPD.

```
14
Properties=species:S:1:pos:R:3
C 0.146 -1.213 1.575
C -0.423 -0.496 0.604
O -1.760 -0.244 0.647
C 0.216 -0.016 -0.686
C -0.248 1.349 -1.209
C 1.677 -0.064 -0.554
N 2.827 -0.093 -0.438
H -0.516 -1.795 2.212
H 1.210 -1.272 1.747
H -1.977 -0.434 1.571
H -0.055 -0.773 -1.438
H 0.062 2.154 -0.539
H 0.179 1.538 -2.200
H -1.336 1.359 -1.291
```

SMILES string ... C=C(O)[C@@H](C)C#N
2S+1 ... 1
Kohn-Sham gap ... 10.1 eV
HOMO ... -9.39 eV

Population analysis type natural (NBO), resulting atomic charges in e: -0.54, 0.34, -0.68, -0.38, -0.59, 0.30, -0.32, 0.20, 0.23, 0.49, 0.26, 0.22, 0.22, 0.23



No. 2
Computed, not measured: 10 unconnected molecules or ions with the total composition C5H30NO11 at a distorted geometry, with ωB97M-V/def2-TZVPD.

```
47
Properties=species:S:1:pos:R:3
O -0.556 -0.821 -0.082
C 0.468 -1.137 0.473
O 0.922 -2.300 0.950
C 1.687 -0.150 0.461
C 1.778 0.414 1.875
C 2.477 -0.638 2.854
C 0.518 0.752 2.544
N 1.384 0.883 -0.688
H -1.014 -2.587 -2.682
H 2.673 -0.594 0.194
H 2.362 1.400 1.987
H 2.740 -0.231 3.808
H 3.352 -1.192 2.452
H 1.968 -1.655 2.985
H 0.088 1.781 2.250
H 0.746 0.741 3.618
H -0.358 -0.010 2.386
H 0.217 0.781 -0.683
H 1.644 0.472 -1.670
H 1.686 1.858 -0.390
H 1.491 4.658 -0.035
H 0.360 3.748 0.378
O 1.307 3.866 0.543
H -1.597 -4.055 0.159
H -2.107 -1.605 -2.990
O -1.148 -1.793 -3.150
H 3.262 1.385 -3.252
H 2.366 0.051 -3.437
O 2.882 0.615 -2.766
H -2.901 -0.484 -1.086
H -3.633 -0.794 -2.535
O -3.310 -1.075 -1.677
H -3.546 -2.880 0.587
H -2.775 -2.115 -0.361
O -2.618 -2.670 0.362
H -1.955 2.833 -1.191
H -2.196 3.111 0.340
O -1.443 2.712 -0.371
H -0.185 0.411 -4.514
H -0.003 -0.834 -3.483
O 0.407 -0.032 -3.650
H 0.178 -2.930 1.193
H -0.127 -4.546 -0.108
O -0.650 -4.315 0.594
H -2.740 2.467 3.010
H -1.595 3.316 2.381
O -2.504 3.190 2.415
```

2S+1 ... 1
Kohn-Sham gap ... 10.9 eV
Charge ... +1
HOMO ... -13.70 eV

Population analysis type natural (NBO), resulting atomic charges in e: -0.63, 0.82, -0.68, -0.14, -0.27, -0.63, -0.61, -0.79, 0.48, 0.25, 0.25, 0.23, 0.23, 0.24, 0.20, 0.24, 0.21, 0.47, 0.50, 0.47, 0.49, 0.49, -0.97, 0.52, 0.49, -0.95, 0.50, 0.52, -0.99, 0.51, 0.51, -0.98, 0.48, 0.48, -0.94, 0.48, 0.52, -1.00, 0.49, 0.49, -1.00, 0.54, 0.46, -0.97, 0.49, 0.47, -0.95



No. 3
Computed, not measured: 2 unconnected molecules or ions with the total composition C10H18N2O3 at a distorted geometry, with ωB97M-V/def2-TZVPD.

```
33
Properties=species:S:1:pos:R:3
C -1.612 0.362 0.162
C -0.318 -0.351 -0.433
C -2.776 -0.590 0.381
C -4.005 0.187 1.264
C -3.338 -1.148 -1.022
C 2.131 0.021 -0.563
C 2.188 -1.343 0.371
C 3.048 1.229 -0.198
C 2.100 2.470 0.508
C 0.600 1.900 0.006
H -2.097 1.285 -1.472
H -1.199 2.285 -0.588
H -1.412 0.484 1.377
H -2.353 -1.489 0.907
H -4.970 -0.322 1.261
H -4.301 1.101 0.520
H -3.645 0.541 2.263
H -4.193 -1.989 -0.833
H -2.556 -1.473 -1.718
H -3.913 -0.293 -1.466
H 2.255 -0.138 -1.647
H 4.052 0.948 0.286
H 3.218 1.631 -1.319
H 2.258 3.507 -0.203
H 2.461 2.421 1.693
H 0.102 2.594 -0.785
H -0.121 1.812 0.921
H 2.498 -3.392 0.547
N -2.003 1.577 -0.540
N 0.664 0.574 -0.565
O -0.096 -1.550 -0.787
O 1.479 -1.307 1.475
O 3.014 -2.266 -0.047
```

2S+1 ... 1
Kohn-Sham gap ... 8.6 eV
HOMO ... -9.08 eV

Population analysis type natural (NBO), resulting atomic charges in e: -0.16, 0.70, -0.20, -0.63, -0.64, -0.13, 0.80, -0.43, -0.43, -0.22, 0.35, 0.36, 0.23, 0.22, 0.22, 0.22, 0.21, 0.21, 0.23, 0.20, 0.23, 0.24, 0.21, 0.24, 0.26, 0.17, 0.23, 0.52, -0.83, -0.46, -0.65, -0.65, -0.64



No. 4
Computed, not measured: a molecular structure, C20H26N5O3Pt, with ωB97M-V/def2-TZVPD.

```
55
Properties=species:S:1:pos:R:3
Pt -0.084 0.861 0.617
N -0.234 2.822 1.697
C -1.440 3.544 1.232
C -2.593 2.571 1.028
O -3.720 2.857 1.358
N -2.206 1.375 0.451
C -3.030 0.318 0.618
C -2.319 -0.609 2.296
O -3.086 -1.480 2.515
O -1.289 -0.046 2.617
H -0.358 2.561 2.672
H 0.577 3.427 1.651
H -1.205 4.027 0.283
H -1.763 4.307 1.938
H -2.855 -0.544 -0.017
H -4.052 0.501 0.935
C 1.793 0.001 3.101
N 1.850 -0.206 1.644
C 3.081 0.397 1.096
C 1.783 -1.596 1.261
C 2.533 -2.562 1.894
C 2.577 -3.863 1.398
C 1.902 -4.191 0.223
C 1.132 -3.250 -0.417
C 0.991 -1.949 0.126
N 0.171 -1.000 -0.362
C -0.616 -1.068 -1.510
C -1.410 -2.154 -1.878
C -2.260 -2.047 -2.966
C -2.323 -0.866 -3.687
C -1.550 0.230 -3.316
C -0.706 0.142 -2.227
N 0.116 1.237 -1.760
C 1.507 1.095 -2.228
C -0.401 2.562 -2.124
H 2.690 -0.372 3.603
H 0.909 -0.484 3.506
H 1.729 1.072 3.294
H 3.972 -0.038 1.560
H 3.069 1.469 1.290
H 3.127 0.230 0.022
H 3.121 -2.309 2.765
H 3.175 -4.608 1.905
H 1.988 -5.186 -0.190
H 0.632 -3.502 -1.340
H -1.421 -3.048 -1.269
H -2.890 -2.884 -3.235
H -2.989 -0.784 -4.535
H -1.627 1.148 -3.881
H 1.560 1.211 -3.314
H 1.889 0.112 -1.962
H 2.121 1.862 -1.756
H -0.317 2.750 -3.198
H 0.192 3.314 -1.605
H -1.441 2.641 -1.817
```

2S+1 ... 5
Kohn-Sham gap (alpha / beta) ... 7.5 / 6.9 eV
Charge ... +1
HOMO (alpha / beta) ... -10.04 / -12.20 eV
<S²> ... 6.054

Population analysis type natural (NBO), resulting atomic charges in e: 1.17, -0.84, -0.32, 0.63, -0.55, -0.67, -0.23, 0.91, -0.51, -0.69, 0.40, 0.40, 0.22, 0.23, 0.21, 0.24, -0.42, -0.49, -0.40, 0.16, -0.23, -0.13, -0.20, -0.20, 0.18, -0.47, 0.15, -0.22, -0.20, -0.16, -0.23, 0.12, -0.44, -0.41, -0.42, 0.19, 0.25, 0.20, 0.20, 0.21, 0.21, 0.23, 0.23, 0.24, 0.23, 0.23, 0.24, 0.24, 0.23, 0.20, 0.21, 0.21, 0.20, 0.21, 0.23



No. 5
Computed, not measured: 2 unconnected molecules or ions with the total composition C2H10N2 at a distorted geometry, with ωB97M-V/def2-TZVPD.

```
14
Properties=species:S:1:pos:R:3
C 4.592 -2.235 0.871
N 4.672 -0.769 1.113
H 5.598 -2.528 0.563
H 4.343 -2.703 1.824
H 3.844 -2.610 0.178
H 5.020 -0.328 0.273
H 5.397 -0.684 1.799
C -4.679 2.223 -1.176
N -4.651 0.755 -0.836
H -3.967 2.503 -1.948
H -5.675 2.383 -1.591
H -4.629 2.833 -0.276
H -4.230 0.622 0.062
H -5.633 0.538 -0.855
```

SMILES string ... CN.CN
2S+1 ... 1
Kohn-Sham gap ... 10.6 eV
HOMO ... -9.35 eV

Population analysis type natural (NBO), resulting atomic charges in e: -0.42, -0.82, 0.17, 0.19, 0.20, 0.34, 0.34, -0.42, -0.84, 0.19, 0.18, 0.18, 0.35, 0.35



No. 6
Computed, not measured: C4H8N2O in the gas phase at a distorted geometry, with ωB97M-V/def2-TZVPD.

```
15
Properties=species:S:1:pos:R:3
C -2.741 -0.503 -0.208
N -1.864 0.626 0.070
C -0.556 0.192 0.134
C 0.444 1.200 0.229
C 1.760 1.037 -0.136
N 2.436 -0.111 -0.334
O 1.906 -1.325 0.145
H -2.256 -1.344 -0.896
H -3.065 -1.070 0.770
H -3.575 -0.340 -0.805
H -0.399 -0.914 0.260
H 0.126 2.285 0.391
H 2.348 1.907 -0.238
H 3.568 -0.230 -0.537
H 1.866 -1.410 1.156
```

SMILES string ... C/N=C/C=C\NO
2S+1 ... 1
Kohn-Sham gap ... 8.3 eV
HOMO ... -7.77 eV

Population analysis type natural (NBO), resulting atomic charges in e: -0.44, -0.43, 0.05, -0.38, 0.03, -0.31, -0.57, 0.16, 0.18, 0.20, 0.19, 0.24, 0.21, 0.40, 0.46



No. 7
Computed, not measured: a gas-phase ion, C6H14P (charge +1) at a distorted geometry, with ωB97M-V/def2-TZVPD.

```
21
Properties=species:S:1:pos:R:3
C 1.317 -0.701 1.670
C -0.975 -0.108 -0.036
C -1.916 1.010 0.061
C 1.266 1.775 0.134
C 1.694 -0.830 -1.142
C -1.509 -1.481 -0.089
P 0.813 0.029 0.183
H 1.226 -1.775 1.752
H 1.041 -0.162 2.568
H -1.486 1.921 0.466
H -2.831 0.745 0.591
H -2.217 1.243 -0.969
H 0.817 2.309 0.972
H 0.953 2.219 -0.812
H 2.351 1.826 0.228
H 2.731 -0.891 -0.794
H 1.648 -0.266 -2.074
H 1.320 -1.841 -1.302
H -2.219 -1.687 0.716
H -0.722 -2.236 -0.072
H -2.082 -1.595 -1.016
```

2S+1 ... 1
Kohn-Sham gap (alpha / beta) ... 9.3 / 7.1 eV
Charge ... +1
HOMO (alpha / beta) ... -14.17 / -12.66 eV

Population analysis type natural (NBO), resulting atomic charges in e: -0.64, -0.12, -0.70, -0.96, -0.96, -0.69, 1.47, 0.23, 0.23, 0.24, 0.25, 0.27, 0.27, 0.27, 0.28, 0.27, 0.27, 0.27, 0.25, 0.22, 0.26



No. 8
Computed, not measured: a molecular structure, C3H3CrO2 at a distorted geometry, with ωB97M-V/def2-TZVPD.

```
9
Properties=species:S:1:pos:R:3
O -0.356 1.070 0.208
C 1.062 -0.894 -0.047
C -1.472 0.158 -0.063
C -0.141 -0.334 0.101
H 1.199 -1.982 0.019
H -1.898 0.269 -1.064
H -2.192 0.103 0.758
O 2.142 -0.135 0.061
Cr 1.655 1.745 0.027
```

2S+1 ... 5
Kohn-Sham gap (alpha / beta) ... 6.4 / 6.9 eV
Charge ... +1
HOMO (alpha / beta) ... -12.87 / -12.95 eV
<S²> ... 6.040

Population analysis type natural (NBO), resulting atomic charges in e: -0.65, 0.11, -0.04, 0.09, 0.23, 0.23, 0.23, -0.77, 1.56



No. 9
Computed, not measured: 2 unconnected molecules or ions with the total composition C3H8O3 at a distorted geometry, with ωB97M-V/def2-TZVPD.

```
14
Properties=species:S:1:pos:R:3
C -0.107 0.329 0.291
C 0.322 -1.026 -0.364
O 1.631 -0.741 -0.483
C 1.710 0.520 -0.959
O 0.781 1.297 -0.236
H -1.152 0.643 0.109
H 0.061 0.337 1.386
H -0.127 -1.083 -1.375
H 0.043 -1.949 0.180
H 2.711 0.972 -0.824
H 1.485 0.517 -2.043
O -2.261 0.086 1.791
H -1.992 0.480 0.931
H -3.105 -0.383 1.596
```

SMILES string ... C1COCO1.O
2S+1 ... 1
Kohn-Sham gap ... 10.8 eV
HOMO ... -9.98 eV

Population analysis type natural (NBO), resulting atomic charges in e: -0.06, -0.09, -0.50, 0.22, -0.53, 0.12, 0.20, 0.15, 0.21, 0.18, 0.13, -0.93, 0.44, 0.47



No. 10
Computed, not measured: C4H8O2 in the gas phase, with ωB97M-V/def2-TZVPD.

```
14
Properties=species:S:1:pos:R:3
C 0.964 0.676 1.977
C 0.829 0.788 0.474
O -0.173 -0.160 0.074
C -0.384 -0.259 -1.249
C -1.481 -1.248 -1.549
O 0.233 0.374 -2.072
H -0.008 0.820 2.458
H 1.347 -0.309 2.262
H 1.653 1.440 2.352
H 0.511 1.789 0.162
H 1.767 0.561 -0.045
H -1.217 -2.235 -1.161
H -1.631 -1.297 -2.627
H -2.409 -0.940 -1.057
```

SMILES string ... CCOC(C)=O
2S+1 ... 1
Kohn-Sham gap ... 11.4 eV
HOMO ... -10.39 eV

Population analysis type natural (NBO), resulting atomic charges in e: -0.62, -0.07, -0.52, 0.80, -0.72, -0.60, 0.21, 0.21, 0.22, 0.19, 0.19, 0.24, 0.24, 0.24



No. 11
Computed, not measured: 2 unconnected molecules or ions with the total composition C3H10NO, with ωB97M-V/def2-TZVPD.

```
15
Properties=species:S:1:pos:R:3
C -2.759 -0.361 0.124
O -1.639 0.312 0.489
H -2.960 -1.261 0.758
H -3.685 0.262 0.189
H -2.746 -0.736 -0.930
C 1.390 -1.029 -0.111
N 0.837 0.242 -0.550
C 1.613 1.362 -0.065
H 1.987 -1.512 -0.893
H 2.052 -0.928 0.765
H 0.572 -1.697 0.158
H -0.139 0.294 -0.138
H 1.698 1.396 1.037
H 1.149 2.310 -0.356
H 2.630 1.347 -0.476
```

2S+1 ... 1
Kohn-Sham gap ... 7.0 eV
Charge ... -1
HOMO ... -2.60 eV

Population analysis type natural (NBO), resulting atomic charges in e: -0.19, -0.98, 0.08, 0.08, 0.08, -0.41, -0.69, -0.40, 0.15, 0.14, 0.20, 0.45, 0.14, 0.19, 0.15



No. 12
Computed, not measured: a molecular structure, C33H33LuN7PS2 at a distorted geometry, with ωB97M-V/def2-TZVPD.

```
77
Properties=species:S:1:pos:R:3
Lu -1.131 -0.367 -0.113
C 0.660 0.788 -5.173
C -0.832 0.542 -5.388
N -1.632 0.920 -4.226
C -1.702 0.209 -3.104
S -2.689 0.881 -1.816
N -1.073 -0.961 -3.081
N -1.206 -1.640 -1.927
C -0.901 -2.892 -1.848
C -0.363 -3.694 -2.985
C -1.206 -3.502 -0.544
C -1.047 -4.865 -0.324
C -1.430 -5.411 0.891
C -1.952 -4.579 1.869
C -2.037 -3.225 1.598
N -1.670 -2.684 0.434
H 1.212 0.562 -6.085
H 1.029 0.146 -4.372
H 0.841 1.830 -4.905
H -1.007 -0.514 -5.596
H -1.188 1.126 -6.233
H -2.147 1.784 -4.245
H -0.213 -3.041 -3.840
H -1.054 -4.491 -3.265
H 0.591 -4.153 -2.716
H -0.641 -5.494 -1.103
H -1.325 -6.473 1.071
H -2.286 -4.967 2.821
H -2.408 -2.538 2.351
N 2.747 0.908 -1.919
C 2.170 2.125 -2.225
C 2.638 3.252 -2.891
C 1.760 4.308 -3.014
C 0.457 4.252 -2.494
C -0.005 3.133 -1.834
C 0.871 2.055 -1.703
N 0.695 0.817 -1.089
C 1.841 0.176 -1.245
C 2.061 -1.136 -0.668
C 3.111 -1.985 -0.835
S 2.930 -3.349 0.174
C 1.438 -2.734 0.717
N 1.099 -1.581 0.215
H 3.681 0.617 -2.157
H 3.643 3.303 -3.290
H 2.083 5.204 -3.527
H -0.191 5.109 -2.618
H -1.012 3.076 -1.447
H 3.971 -1.885 -1.478
H 0.848 -3.261 1.454
C -1.887 2.826 1.974
P -1.272 1.117 2.205
C -1.644 0.809 3.958
C -2.784 0.072 4.275
C -3.145 -0.113 5.601
C -2.364 0.430 6.610
C -1.229 1.166 6.296
C -0.864 1.360 4.973
C 0.556 1.265 2.169
C 1.308 0.233 2.739
C 2.691 0.267 2.686
C 3.338 1.320 2.050
C 2.597 2.347 1.484
C 1.211 2.322 1.544
H -1.409 3.495 2.688
H -2.961 2.815 2.159
H -1.720 3.176 0.955
H -3.400 -0.337 3.480
H -4.037 -0.675 5.846
H -2.642 0.285 7.645
H -0.627 1.596 7.086
H 0.019 1.940 4.736
H 0.805 -0.575 3.260
H 3.269 -0.516 3.161
H 4.420 1.350 2.023
H 3.097 3.180 1.006
H 0.646 3.144 1.122
```

2S+1 ... 1
Kohn-Sham gap ... 7.3 eV
Charge ... +2
HOMO ... -13.29 eV

Population analysis type Löwdin, resulting atomic charges in e: 1.40, -0.07, -0.21, 0.01, -0.80, 0.55, 0.01, -0.16, -0.26, 0.00, -0.25, 0.01, -0.01, -0.02, -0.11, -0.02, 0.08, 0.05, 0.07, 0.11, 0.12, 0.13, 0.08, 0.10, 0.09, 0.12, 0.13, 0.12, 0.11, 0.22, -0.19, 0.00, -0.06, -0.05, -0.04, -0.24, 0.05, -0.27, -0.31, -0.30, 1.13, -0.45, -0.04, 0.18, 0.12, 0.12, 0.12, 0.06, 0.09, 0.09, -0.22, 0.90, -0.39, -0.11, -0.06, -0.05, -0.05, -0.08, -0.42, -0.13, -0.07, -0.05, -0.06, -0.10, 0.07, 0.06, 0.03, 0.09, 0.11, 0.12, 0.12, 0.11, 0.11, 0.12, 0.12, 0.12, 0.10



| no. | total energy (eV) |
| --- | --- |
| 1 | -8834.9590 |
| 2 | -29676.7208 |
| 3 | -19778.0795 |
| 4 | -37993.0941 |
| 5 | -5215.4151 |
| 6 | -9300.8599 |
| 7 | -15729.0656 |
| 8 | -35664.9075 |
| 9 | -9381.1593 |
| 10 | -8373.0524 |
| 11 | -6809.8646 |
| 12 | -109759.5813 |